(1)
DFT (wB97M-V/def2-TZVPD) results for C34H83Cl4N5 as an isolated structure at a distorted geometry.

## Properties
Largest force on an atom, eV/A: 11.312
Energy, eV: -94117.795
Multiplicity: 1
Relative energy (zero: lowest compared OMol25 entry of this formula, charge and spin), eV: 7.002
Lowest unoccupied orbital energy, eV: 0.58
Kohn-Sham gap, eV: 8.187

Last column: Löwdin charge in e.
CARTESIAN COORDINATES (ANGSTROEM)
Cl: 3.633 0.094 0.310  0.559
Cl: -3.484 2.660 0.781  0.737
Cl: -2.957 -0.104 -1.324  0.564
Cl: -0.164 0.163 -1.827  0.615
N: -2.541 -2.469 3.300  -0.113
N: -1.142 -4.329 -3.045  -0.175
N: 0.294 4.822 -1.544  -0.163
N: -0.615 2.145 4.815  -0.153
N: 4.156 -0.465 -3.942  -0.245
C: -2.485 1.336 1.132  -0.633
C: 3.158 1.123 -5.543  -0.071
C: 5.478 0.060 -3.969  -0.281
C: 5.645 0.902 -2.743  -0.083
C: 3.751 -2.754 -3.899  -0.115
C: -0.880 -4.364 -5.555  -0.114
C: 0.141 3.529 -2.243  -0.235
C: -0.087 -2.496 2.749  -0.106
C: -3.591 -3.678 -2.441  -0.070
C: 0.537 1.805 2.419  -0.060
C: 2.340 0.630 -0.818  -0.661
C: 3.928 -1.557 -3.211  -0.379
C: -1.391 4.456 0.027  -0.184
C: -3.672 -3.332 2.929  -0.237
C: -2.965 -2.726 5.709  -0.075
C: 1.595 4.840 -0.956  -0.251
C: -1.590 1.599 5.664  -0.294
C: 3.505 -0.332 -5.262  -0.219
C: -1.805 0.751 -0.178  -0.695
C: -1.306 -3.277 2.966  -0.282
C: 1.186 -0.379 -0.656  -0.512
C: -2.475 -2.023 4.675  -0.354
C: 0.300 -4.195 -1.207  -0.146
C: -0.168 -4.056 -4.157  -0.198
C: -1.009 3.536 -3.234  -0.041
C: -1.189 0.435 6.408  -0.113
C: -0.706 5.381 -0.686  -0.280
C: 0.202 1.193 3.846  -0.118
C: -0.809 -4.772 -1.772  -0.387
C: -0.365 4.446 5.467  -0.138
C: 2.103 6.358 -0.769  -0.073
C: 0.264 3.178 5.294  -0.324
C: -2.207 -3.273 -2.866  -0.241
C: -5.071 -2.589 2.917  -0.060
H: -1.824 3.676 -2.790  -0.015
H: -0.249 -1.893 1.965  0.006
H: 1.365 -1.511 -0.885  0.076
H: 6.671 1.147 -2.819  0.046
H: -0.380 6.210 -0.273  0.063
H: 0.158 -2.817 -4.332  0.170
H: -0.503 -5.886 -2.041  0.150
H: -4.284 -2.822 -2.299  0.086
H: 0.478 2.852 2.267  0.048
H: -1.692 -5.068 -1.175  0.126
H: -0.172 -4.659 -6.434  0.087
H: 3.069 -3.356 -3.273  0.067
H: -2.310 4.694 0.040  -0.039
H: 2.606 4.522 -1.238  0.115
H: -1.102 -4.049 3.607  0.071
H: -3.041 -1.281 4.737  0.053
H: -1.286 -4.110 2.097  0.154
H: 0.776 -5.007 -0.480  0.127
H: -2.229 2.226 6.234  0.133
H: -2.482 -2.927 -3.883  0.116
H: -1.472 -3.518 -5.907  0.045
H: -2.202 1.123 5.092  0.046
H: -3.641 -4.362 3.454  0.127
H: -2.089 -0.071 6.697  0.066
H: -3.319 -3.609 1.806  0.138
H: 0.516 -0.099 0.326  0.087
H: 1.432 7.066 -0.177  0.087
H: 4.363 -0.856 -5.969  0.168
H: -2.102 -3.495 5.851  0.136
H: 0.610 -4.709 -4.073  0.056
H: -1.708 -1.396 4.735  0.063
H: -1.452 -5.308 -5.550  0.063
H: 5.522 0.312 -1.800  0.048
H: 3.041 6.259 -0.308  0.033
H: -4.940 -1.627 2.461  0.051
H: -1.366 4.554 5.963  0.078
H: -3.669 -3.457 5.560  0.067
H: -3.008 -2.290 6.567  0.032
H: 0.629 -3.213 2.223  0.100
H: -1.449 1.731 -0.630  0.025
H: -2.952 0.546 1.443  -0.007
H: 2.860 -1.329 -3.026  0.114
H: 0.464 -2.056 3.643  0.104
H: -5.487 -2.123 3.895  0.105
H: 0.450 5.165 6.163  0.153
H: -0.944 2.537 -3.507  0.035
H: -1.114 0.088 -0.092  -0.124
H: 2.003 1.724 -0.282  0.115
H: 1.149 -3.535 -1.697  0.098
H: 4.676 -3.402 -3.643  0.101
H: -1.923 -2.470 -2.278  0.029
H: -0.128 1.584 1.663  -0.017
H: 3.983 1.792 -5.473  0.057
H: 1.053 3.411 -2.912  0.146
H: 1.490 1.479 1.962  0.060
H: -0.280 0.254 3.809  0.060
H: -0.901 0.809 7.393  0.075
H: 1.430 4.440 0.040  0.095
H: -0.573 5.040 4.585  0.052
H: -5.758 -3.092 2.410  0.004
H: -0.907 4.152 -4.217  0.132
H: -3.460 -4.066 -1.394  0.091
H: 2.383 6.662 -1.773  0.066
H: 1.132 3.287 4.331  0.190
H: 6.154 -0.759 -3.882  0.119
H: 2.672 1.103 -6.443  0.036
H: 5.723 0.496 -4.830  0.071
H: 3.619 -3.089 -4.969  0.112
H: -4.001 -4.076 -3.161  -0.023
H: 0.149 -3.275 -0.558  0.057
H: 1.020 0.895 4.432  0.085
H: -1.577 3.328 -0.095  0.028
H: 4.301 -1.415 -2.280  0.090
H: -1.604 5.750 -1.283  0.156
H: 0.049 2.887 -1.578  -0.030
H: 2.679 0.909 -1.881  0.078
H: -1.061 4.480 1.208  0.146
H: 2.440 1.456 -4.709  0.102
H: 2.570 -0.871 -5.346  0.102
H: -1.796 1.612 1.926  0.055
H: 4.962 1.906 -2.855  0.134
H: -0.392 -0.363 6.198  0.123
H: 0.658 2.849 6.167  0.072

---

(2)
DFT (wB97M-V/def2-TZVPD) results for a 7-piece molecular cluster, C10H34N2O7 overall at a distorted geometry.

## Properties
Largest force on an atom, eV/A: 3.221
Energy, eV: -28234.966
Multiplicity: 1
Relative energy (zero: lowest compared OMol25 entry of this formula, charge and spin), eV: 0.000
Lowest unoccupied orbital energy, eV: 0.34
Kohn-Sham gap, eV: 9.731
SMILES: NC(N)=O.CC(C)O.CC(C)O.CC(C)O.O.O.O

Last column: natural (NBO) charge in e.
CARTESIAN COORDINATES (ANGSTROEM)
O: 6.997 7.819 8.797  -0.762
O: 4.522 6.236 7.199  -0.758
O: 6.727 13.284 7.863  -0.755
O: 7.024 6.434 13.295  -0.753
O: 6.021 11.926 10.561  -0.989
O: 7.779 5.718 10.540  -0.980
O: 5.318 12.157 13.469  -0.951
N: 7.635 9.767 9.759  -0.844
N: 5.413 9.210 9.598  -0.859
C: 5.671 6.841 13.328  0.104
C: 6.723 8.894 9.358  0.784
C: 8.173 13.393 5.825  -0.639
C: 7.528 12.515 6.955  0.106
C: 5.488 5.559 6.313  0.083
C: 5.879 4.283 6.948  -0.625
C: 6.634 11.286 6.564  -0.644
C: 5.328 7.380 14.712  -0.626
C: 4.713 5.668 12.934  -0.634
C: 4.532 5.302 5.160  -0.609
H: 5.028 3.596 6.975  0.209
H: 7.542 6.363 9.866  0.511
H: 8.301 12.189 7.709  0.175
H: 4.587 4.999 13.761  0.201
H: 5.137 5.135 12.066  0.216
H: 5.988 13.655 7.383  0.464
H: 5.717 11.623 6.019  0.200
H: 8.998 12.794 5.390  0.221
H: 5.473 11.239 13.564  0.476
H: 7.180 10.521 5.969  0.220
H: 6.084 12.505 9.783  0.507
H: 3.772 4.614 5.474  0.213
H: 5.435 6.589 15.469  0.212
H: 6.222 12.499 11.321  0.506
H: 3.679 6.056 12.679  0.202
H: 5.181 10.155 9.950  0.425
H: 4.690 12.397 14.128  0.477
H: 5.119 4.799 4.403  0.191
H: 8.698 5.723 10.717  0.474
H: 7.448 13.642 5.057  0.209
H: 6.360 6.219 6.160  0.178
H: 8.562 9.586 9.342  0.408
H: 7.151 6.056 12.363  0.501
H: 4.331 7.847 14.773  0.205
H: 7.364 10.639 10.204  0.432
H: 4.193 6.161 4.632  0.214
H: 5.519 7.635 12.601  0.142
H: 8.591 14.282 6.291  0.225
H: 6.092 8.179 14.826  0.208
H: 6.191 4.498 7.973  0.226
H: 4.794 8.617 9.073  0.407
H: 5.096 6.767 7.778  0.470
H: 6.201 10.770 7.407  0.223
H: 6.746 3.909 6.319  0.203

---

(3)
DFT (wB97M-V/def2-TZVPD) results for one molecule with the formula C6H13O4P at a distorted geometry.

## Properties
Largest force on an atom, eV/A: 4.114
Energy, eV: -23911.200
Multiplicity: 1
Relative energy (zero: lowest compared OMol25 entry of this formula, charge and spin), eV: 2.333
Lowest unoccupied orbital energy, eV: 0.65
Kohn-Sham gap, eV: 9.193
SMILES: CC[C@@](C)(C(=O)O)P(O)OC

Last column: natural (NBO) charge in e.
CARTESIAN COORDINATES (ANGSTROEM)
P: 0.072 -1.261 -1.527  1.401
O: 0.189 -0.021 -2.552  -0.831
O: 1.141 1.870 -0.194  -0.706
O: 2.293 0.056 0.393  -0.654
O: 1.647 -1.576 -1.586  -0.998
C: 1.217 0.561 0.168  0.788
C: -0.886 0.854 -2.866  -0.255
C: -0.158 -1.379 1.353  -0.425
C: -0.057 -0.259 0.299  -0.392
C: 0.169 -0.698 2.650  -0.640
C: -1.376 0.641 0.421  -0.634
H: 1.344 -0.567 2.804  0.238
H: -2.219 0.241 -0.220  0.209
H: -1.349 1.038 -1.960  0.177
H: -0.274 1.768 -3.183  0.200
H: -0.032 -1.493 3.430  0.212
H: -1.594 0.616 -3.685  0.187
H: 0.491 -2.231 1.024  0.226
H: -1.676 0.548 1.529  0.210
H: -0.549 0.134 2.953  0.218
H: 1.943 2.398 0.084  0.511
H: 2.149 -1.194 -0.895  0.510
H: -1.167 -1.733 1.389  0.218
H: -1.320 1.687 0.171  0.232